[1]
Density functional theory data (ωB97M-V/def2-TZVPD) for a molecular structure, C5H7N at a distorted geometry.

The geometry in XYZ format:
```
13
Properties=species:S:1:pos:R:3:lowdin_charge:R:1
C -1.623 0.083 0.087 -0.052
C -0.341 -0.770 0.531 -0.248
C 0.440 -0.317 -0.741 -0.173
C 1.642 0.070 0.089 -0.150
N 0.554 0.274 1.126 0.039
C -0.360 0.840 -0.177 -0.200
H -2.086 -0.519 -0.712 0.106
H -2.402 0.589 0.682 0.103
H -0.525 -1.741 0.961 0.118
H 0.356 -0.755 -1.740 0.127
H 2.122 1.029 -0.174 0.106
H 2.424 -0.682 0.245 0.103
H -0.201 1.899 -0.177 0.122
```

Properties
Total charge   0
Molecular weight   81.1 g mol⁻¹
Largest force on an atom   1.8 eV/Å
HOMO-LUMO gap   10.17 eV
Spin multiplicity   1

***

[2]
Density functional theory data (ωB97M-V/def2-TZVPD) for 3 unconnected molecules or ions with the total composition C3H14N2O2 at a distorted geometry.

The geometry in XYZ format:
```
21
Properties=species:S:1:pos:R:3:lowdin_charge:R:1
C 0.609 -1.391 0.304 -0.104
C 0.858 -0.404 -0.839 -0.296
N 0.790 0.993 -0.467 -0.096
C -0.552 1.551 -0.710 -0.325
N -0.551 2.936 -0.284 0.015
H 1.439 -1.358 1.022 0.069
H 0.630 -2.393 -0.109 0.062
H -0.310 -1.221 0.815 0.056
H 1.804 -0.684 -1.284 0.108
H 0.122 -0.675 -1.615 0.104
H 1.468 1.598 -0.904 0.113
H -1.226 0.873 -0.188 0.111
H -0.771 1.515 -1.778 0.110
H -1.485 3.304 -0.395 0.063
H -0.355 2.945 0.714 0.065
O -1.857 -3.727 -0.541 -0.058
H -2.153 -3.004 -1.100 0.031
H -2.421 -3.695 0.238 0.037
O 1.045 1.205 2.478 -0.091
H 1.599 0.670 3.067 0.034
H 1.316 0.960 1.575 -0.010
```

Properties
Total charge   0
Molecular weight   110.2 g mol⁻¹
Largest force on an atom   1.4 eV/Å
SMILES   CCNCN.O.O
HOMO-LUMO gap   9.84 eV
Spin multiplicity   1

***

[3]
Density functional theory data (ωB97M-V/def2-TZVPD) for a molecular structure, C4H15N4 at a distorted geometry.

The geometry in XYZ format:
```
23
Properties=species:S:1:pos:R:3:lowdin_charge:R:1
C -1.059 1.766 0.602 -0.189
C -1.040 1.369 -0.724 -0.144
N 0.035 0.535 -1.193 -0.011
N -2.117 2.527 1.163 0.028
H -0.195 1.696 1.291 0.102
H -1.738 1.931 -1.378 0.121
H 0.191 0.722 -2.190 0.129
H 0.974 0.427 -0.547 0.034
H -0.194 -0.704 -1.176 0.079
H -2.837 2.566 0.452 0.078
H -2.511 2.145 2.003 0.080
C 1.836 -1.517 0.330 -0.178
C 0.412 -2.133 0.421 -0.193
N -0.252 -2.016 -0.897 0.025
N 1.907 -0.007 0.389 0.014
H 2.374 -1.990 1.190 0.127
H 2.323 -1.860 -0.638 0.142
H 0.538 -3.188 0.712 0.125
H -0.277 -1.696 1.153 0.127
H -1.221 -2.310 -0.962 0.129
H 0.262 -2.610 -1.561 0.134
H 1.597 0.286 1.364 0.138
H 2.812 0.396 0.282 0.106
```

Properties
Total charge   +1
Molecular weight   119.2 g mol⁻¹
Largest force on an atom   3.5 eV/Å
HOMO-LUMO gap   8.73 eV
Spin multiplicity   1

***

[4]
Density functional theory data (ωB97M-V/def2-TZVPD) for C4H4N4 in the gas phase at a distorted geometry.

The geometry in XYZ format:
```
12
Properties=species:S:1:pos:R:3:lowdin_charge:R:1
N -1.329 -0.684 2.494 0.153
C -0.776 -0.079 1.556 -0.121
C 0.118 0.353 0.458 -0.221
N 1.253 1.287 0.640 0.102
C -0.454 -0.006 -0.800 -0.354
N -1.331 -1.093 -0.671 0.060
C 0.533 0.073 -1.709 -0.038
N 1.952 0.285 -2.009 0.090
H 1.903 0.938 -0.133 0.055
H 1.663 0.797 1.409 0.071
H -1.998 -1.060 -1.574 0.166
H -1.905 -1.287 0.097 0.038
```

Properties
Total charge   0
Molecular weight   108.1 g mol⁻¹
Largest force on an atom   16.5 eV/Å
SMILES   N#C/C(N)=C(\N)C#N
HOMO-LUMO gap   7.39 eV
Spin multiplicity   1

***

[5]
Density functional theory data (ωB97M-V/def2-TZVPD) for C6H15NS in the gas phase at a distorted geometry.

The geometry in XYZ format:
```
23
Properties=species:S:1:pos:R:3:lowdin_charge:R:1
C -3.612 -0.795 -0.303 -0.096
C -2.167 -0.285 0.058 -0.244
C -1.788 -0.318 1.540 -0.222
N -0.297 -0.237 1.718 -0.103
C 0.539 -1.196 0.967 -0.236
C 1.103 -0.605 -0.397 -0.301
C 1.922 0.610 -0.075 -0.564
S 2.288 1.420 -1.718 0.670
H -3.707 -1.830 -0.586 0.060
H -4.071 -0.091 -0.998 0.066
H -4.202 -0.716 0.605 0.057
H -1.544 -0.744 -0.684 0.070
H -2.182 0.836 -0.113 0.125
H -2.152 -1.266 1.982 0.111
H -2.058 0.630 2.069 0.125
H -0.024 -0.373 2.698 0.104
H 1.408 -1.549 1.552 0.114
H -0.080 -2.089 0.673 0.116
H 0.219 -0.259 -0.947 0.074
H 1.670 -1.450 -0.758 0.103
H 2.755 0.481 0.625 0.076
H 1.339 1.359 0.570 0.083
H 3.473 2.025 -1.639 -0.186
```

Properties
Total charge   0
Molecular weight   133.3 g mol⁻¹
Largest force on an atom   3.0 eV/Å
SMILES   CCCNCCCS
HOMO-LUMO gap   9.48 eV
Spin multiplicity   1

***

[6]
Density functional theory data (ωB97M-V/def2-TZVPD) for a molecular structure, C55H42N2O8PReTe at a distorted geometry.

The geometry in XYZ format:
```
110
Properties=species:S:1:pos:R:3:mulliken_spin:R:1
Re 0.221 -0.410 0.488 2.225
C 1.974 -7.290 0.498 0.000
C 1.733 -5.821 0.723 0.004
C 1.935 -5.242 1.980 0.014
C 1.803 -3.884 2.195 0.001
C 2.053 -3.343 3.577 -0.002
O 1.657 -3.971 4.532 0.000
C 2.837 -2.083 3.741 -0.009
C 3.838 -1.738 2.836 0.007
C 4.647 -0.639 3.080 -0.001
C 4.443 0.128 4.221 0.001
C 3.434 -0.204 5.116 -0.002
C 2.639 -1.316 4.885 0.007
C 1.388 -3.065 1.143 -0.014
O 1.316 -1.771 1.346 0.004
C 1.089 -3.614 -0.121 0.032
C 1.323 -5.000 -0.303 0.002
C 0.519 -2.844 -1.213 0.004
N -0.003 -1.624 -1.150 0.068
C -0.779 -1.146 -2.333 0.045
C -0.215 0.053 -3.107 0.036
Te -1.033 2.026 -2.792 0.008
C -2.651 2.054 -4.157 -0.001
C -2.342 1.741 -5.477 0.001
C -3.300 1.910 -6.467 0.000
C -4.546 2.426 -6.144 0.000
C -4.837 2.773 -4.832 0.000
C -3.894 2.586 -3.832 0.000
C 0.562 -3.517 -2.552 0.029
C -0.415 -4.416 -2.966 -0.001
C -0.316 -5.005 -4.217 0.001
C 0.755 -4.704 -5.048 0.000
C 1.732 -3.812 -4.628 0.003
C 1.638 -3.214 -3.378 0.011
H 1.881 -7.848 1.429 0.000
H 2.978 -7.466 0.106 0.000
H 1.261 -7.704 -0.214 0.000
H 2.219 -5.859 2.826 0.000
H 3.993 -2.337 1.946 -0.002
H 5.433 -0.383 2.381 0.001
H 5.078 0.984 4.417 0.000
H 3.281 0.396 6.005 0.000
H 1.870 -1.610 5.589 0.000
H 1.161 -5.440 -1.275 0.003
H -1.806 -0.997 -2.015 -0.016
H -0.803 -1.959 -3.045 -0.017
H -0.372 -0.114 -4.172 0.005
H 0.857 0.172 -2.950 -0.024
H -1.362 1.368 -5.750 0.000
H -3.065 1.651 -7.491 0.000
H -5.290 2.568 -6.917 0.000
H -5.805 3.188 -4.582 0.000
H -4.140 2.845 -2.809 0.000
H -1.247 -4.652 -2.313 -0.001
H -1.075 -5.705 -4.543 0.000
H 0.832 -5.170 -6.021 0.000
H 2.573 -3.584 -5.270 0.000
H 2.403 -2.525 -3.038 -0.001
O -2.881 -0.686 3.142 0.030
C -2.394 -0.601 2.051 -0.014
O -1.076 -0.784 1.869 0.093
C -3.188 -0.383 0.804 0.031
C -4.402 -1.067 0.806 -0.006
C -5.227 -1.075 -0.306 0.006
C -4.820 -0.386 -1.432 0.000
C -3.627 0.326 -1.411 0.064
C -2.790 0.380 -0.314 0.027
P -1.214 1.576 -0.095 0.009
C 0.219 2.905 -0.190 -0.053
C 1.276 2.809 -1.102 0.039
C 2.304 3.737 -1.152 0.001
C 2.321 4.796 -0.257 -0.001
C 1.321 4.884 0.696 -0.001
C 0.285 3.957 0.729 0.046
C -2.246 2.639 0.983 0.023
C -2.380 2.465 2.355 -0.007
C -3.161 3.343 3.097 -0.003
C -3.813 4.397 2.476 0.000
C -3.672 4.581 1.107 -0.001
C -2.886 3.714 0.365 0.004
H -4.674 -1.605 1.704 0.000
H -6.161 -1.619 -0.290 0.000
H -5.426 -0.385 -2.330 0.000
H -3.365 0.846 -2.311 0.009
H 1.362 1.961 -1.768 -0.001
H 3.099 3.615 -1.877 0.000
H 3.116 5.531 -0.290 0.000
H 1.332 5.687 1.423 0.000
H -0.469 4.079 1.491 0.003
H -1.864 1.672 2.879 0.002
H -3.249 3.200 4.166 0.000
H -4.420 5.079 3.056 0.000
H -4.163 5.411 0.614 0.000
H -2.761 3.907 -0.694 0.001
O 4.052 0.699 -0.308 0.027
C 2.974 0.686 0.222 0.009
O 1.913 0.124 -0.359 0.053
C 2.714 1.412 1.516 0.004
C 3.536 2.493 1.804 0.004
C 3.313 3.270 2.929 0.003
C 2.253 2.950 3.754 -0.002
C 1.429 1.867 3.522 0.023
C 1.682 1.100 2.397 0.072
N 1.987 3.796 4.939 0.000
O 0.948 3.603 5.534 0.000
O 2.836 4.603 5.249 0.000
H 4.345 2.724 1.125 0.001
H 3.937 4.120 3.167 -0.001
H 0.634 1.622 4.211 0.002
H 1.084 0.181 2.373 0.080
```

Properties
Total charge   +1
Molecular weight   1203.7 g mol⁻¹
Largest force on an atom   1.0 eV/Å
HOMO-LUMO gap (alpha / beta)   7.22 / 6.31 eV
Spin multiplicity   4
<S²>   3.773